The following is a quantum chemistry calculation of a molecular structure, C5H13NS, from the OMol25 dataset.

Structure (ORCA input):
```
! wB97M-V def2-TZVPD RIJCOSX def2/J DEFGRID3
* xyz 0 1
C 0.043 -1.173 1.652
C -0.979 -1.126 0.483
C -0.838 -0.228 -0.539
C -1.170 1.279 -0.046
C 2.034 0.406 -0.533
H 0.396 -0.005 1.719
H -0.421 -1.444 2.654
H 0.807 -2.007 1.232
H -1.063 -2.092 0.070
H -1.922 -0.644 0.990
H -1.410 -0.437 -1.469
H -0.730 2.053 -0.782
H -2.355 1.435 -0.155
H -1.572 1.651 2.072
H 0.279 0.724 1.602
H 2.273 -0.053 0.517
H 3.033 0.647 -1.035
H 1.646 1.605 0.012
N -0.756 1.714 1.274
S 0.737 -0.524 -1.403
*
```

## Properties
F_max = 9.871 eV/A
E = -17713.8568 eV
HOMO energy = -8.3 eV